Entry 1:
Molecular formula: C71H92BCaGe2N8PS6
Method: DFT, ωB97M-V/def2-TZVPD

Each line ends with the Löwdin charge.
Atoms and positions in Å:
Ca: -0.8275 -1.0798 0.8405  0.644
C: -5.0744 -1.9490 -2.8221  -0.061
N: -5.4676 -2.3351 -1.4901  -0.134
C: -6.5115 -3.1799 -1.1733  -0.077
C: -6.5899 -3.1954 0.1746  -0.094
N: -5.6171 -2.3690 0.6876  -0.004
B: -5.4370 -2.0800 2.2198  -0.468
N: -4.3295 -3.0342 2.7743  0.006
C: -4.5186 -4.3953 2.8644  -0.081
C: -3.3895 -4.9552 3.3471  -0.086
N: -2.5019 -3.9266 3.5586  -0.125
C: -1.1179 -4.0731 3.9511  -0.062
C: -3.0775 -2.7516 3.1930  -0.737
S: -2.3238 -1.2359 3.3763  0.556
C: -4.9278 -1.8252 -0.3412  -0.705
S: -3.6749 -0.6943 -0.3279  0.642
H: -5.0943 -2.8214 -3.4752  0.078
H: -4.0658 -1.5403 -2.7702  0.042
H: -5.7415 -1.1799 -3.2201  0.090
H: -7.0848 -3.6920 -1.9248  0.102
H: -7.2644 -3.7236 0.8225  0.103
H: -5.1432 -0.9358 2.3943  0.045
H: -6.4902 -2.4050 2.7406  0.064
H: -5.4515 -4.8493 2.5833  0.105
H: -3.1382 -5.9776 3.5604  0.106
H: -1.0017 -5.0351 4.4514  0.081
H: -0.8524 -3.2602 4.6258  0.061
H: -0.4923 -4.0142 3.0554  0.051
C: 5.5209 0.1056 -3.9789  -0.054
C: 4.3383 1.0363 -3.9638  -0.263
C: 4.4225 2.2962 -3.3980  -0.016
C: 3.3144 3.1358 -3.3166  -0.251
C: 3.4912 4.4920 -2.6877  -0.072
C: 2.0854 2.6907 -3.8012  -0.153
C: 2.0038 1.4592 -4.4719  -0.209
C: 0.7459 1.0193 -5.1695  -0.040
C: 3.1264 0.6465 -4.5222  -0.011
C: 0.8590 3.5395 -3.6910  -0.223
C: 0.6484 4.4716 -4.7046  -0.052
C: -0.5069 5.2352 -4.7440  -0.080
C: -1.4637 5.0490 -3.7629  -0.048
C: -1.2572 4.1395 -2.7264  -0.214
C: -0.0782 3.3907 -2.6559  -0.176
Ge: 0.2841 2.1347 -1.1371  -0.030
S: -0.1012 0.0951 -1.6356  0.099
S: -0.7027 2.6258 0.8457  0.297
Ge: 1.3711 2.1263 1.6404  -0.019
S: 1.5676 0.0784 2.2178  0.102
S: 2.3465 2.5917 -0.3535  0.367
C: 2.0478 3.4215 3.0157  -0.172
C: 1.2303 3.8721 4.0659  -0.215
C: 1.7311 4.7539 5.0227  -0.052
C: 3.0345 5.2084 4.9655  -0.080
C: 3.8551 4.7561 3.9495  -0.047
C: 3.3820 3.8643 2.9900  -0.224
C: 4.3891 3.3889 1.9941  -0.184
C: 4.7757 4.2108 0.9340  -0.266
C: 4.1430 5.5598 0.7133  -0.037
C: 5.7493 3.7621 0.0481  -0.040
C: 6.3262 2.5086 0.1790  -0.268
C: 7.3028 1.9919 -0.8425  -0.057
C: 5.9519 1.7212 1.2592  -0.007
C: 5.0060 2.1472 2.1824  -0.206
C: 4.6677 1.2762 3.3597  -0.051
C: -0.1885 3.4494 4.2457  -0.162
C: -0.4895 2.2725 4.9374  -0.201
C: 0.5896 1.3896 5.5018  -0.042
C: -1.8199 1.9148 5.1060  -0.028
C: -2.8570 2.6933 4.6115  -0.260
C: -4.2810 2.2316 4.7336  -0.049
C: -2.5354 3.8864 3.9795  -0.019
C: -1.2174 4.2821 3.7961  -0.239
C: -0.9204 5.5666 3.0720  -0.038
C: -2.3681 3.9622 -1.7462  -0.178
C: -3.2239 2.8640 -1.8711  -0.207
C: -3.0477 1.8563 -2.9748  -0.051
C: -4.2443 2.7015 -0.9409  -0.033
C: -4.4480 3.6149 0.0816  -0.262
C: -5.5723 3.4132 1.0613  -0.044
C: -3.6029 4.7147 0.1692  -0.029
C: -2.5602 4.8991 -0.7278  -0.254
C: -1.6100 6.0552 -0.5742  -0.043
H: 6.4006 0.5817 -3.5444  0.053
H: 5.7692 -0.2073 -4.9956  0.073
H: 5.3062 -0.7954 -3.4010  0.080
H: 5.3652 2.6342 -2.9781  0.105
H: 4.2583 5.0583 -3.2227  0.086
H: 3.8128 4.3772 -1.6521  -0.006
H: 2.5695 5.0697 -2.6890  0.080
H: 0.1738 1.8698 -5.5405  0.073
H: 0.1068 0.4677 -4.4775  0.040
H: 0.9936 0.3707 -6.0118  0.073
H: 3.0508 -0.3196 -5.0118  0.116
H: 1.4005 4.5717 -5.4793  0.117
H: -0.6666 5.9511 -5.5415  0.093
H: -2.3951 5.6040 -3.7879  0.117
H: 1.0712 5.0767 5.8202  0.120
H: 3.4116 5.8977 5.7123  0.094
H: 4.8880 5.0809 3.8914  0.117
H: 3.1717 5.6285 1.1989  0.080
H: 3.9965 5.7390 -0.3520  0.056
H: 4.7767 6.3599 1.1080  0.083
H: 6.0363 4.3961 -0.7853  0.114
H: 7.7180 2.8051 -1.4395  0.073
H: 6.8061 1.2974 -1.5239  0.055
H: 8.1273 1.4553 -0.3693  0.073
H: 6.4059 0.7441 1.3893  0.116
H: 5.4776 0.5710 3.5516  0.074
H: 3.7535 0.7083 3.1693  -0.022
H: 4.5001 1.8711 4.2585  0.080
H: 1.4595 1.9685 5.8160  0.074
H: 0.9236 0.6745 4.7463  0.015
H: 0.2089 0.8333 6.3592  0.075
H: -2.0512 0.9858 5.6116  0.099
H: -4.4894 1.8544 5.7364  0.074
H: -4.4660 1.4117 4.0362  0.073
H: -4.9783 3.0411 4.5139  0.063
H: -3.3294 4.5218 3.6019  0.101
H: -1.7939 6.2204 3.0775  0.074
H: -0.6639 5.3480 2.0336  0.047
H: -0.0800 6.1038 3.5134  0.072
H: -2.7866 2.3423 -3.9169  0.079
H: -3.9639 1.2823 -3.1098  0.064
H: -2.2511 1.1480 -2.7319  0.007
H: -4.8729 1.8208 -1.0059  0.080
H: -5.7034 2.3540 1.2833  0.079
H: -6.5166 3.7923 0.6590  0.074
H: -5.3782 3.9353 1.9984  0.056
H: -3.7396 5.4295 0.9748  0.107
H: -1.9552 6.7420 0.1990  0.070
H: -1.4930 6.6089 -1.5076  0.071
H: -0.6181 5.6902 -0.2927  0.075
N: -0.7578 -3.2527 0.6971  -0.391
P: -0.0293 -4.0639 -0.3631  0.504
N: -0.4952 -5.6945 -0.3674  -0.221
C: -1.5951 -6.1213 0.4797  -0.238
C: -2.4205 -7.1871 -0.2254  -0.190
C: -1.5675 -8.4277 -0.5176  -0.204
C: -0.1351 -8.0346 -0.9328  -0.182
C: -0.0927 -6.5928 -1.4269  -0.239
N: -0.1884 -3.6075 -1.9904  -0.196
C: 0.8236 -3.5061 -3.0213  -0.233
C: 0.3901 -4.2184 -4.3037  -0.192
C: -0.9705 -3.7115 -4.7698  -0.209
C: -1.9861 -3.8488 -3.6397  -0.184
C: -1.4864 -3.0985 -2.4071  -0.247
N: 1.6759 -4.1870 -0.2785  -0.208
C: 2.2012 -5.0758 0.7641  -0.227
C: 2.7694 -4.3000 1.9475  -0.187
C: 3.9637 -3.4409 1.5119  -0.198
C: 3.7767 -2.9593 0.0650  -0.178
C: 2.2951 -2.8452 -0.2493  -0.244
H: -2.1950 -5.2485 0.7343  0.081
H: -1.2243 -6.5340 1.4343  0.109
H: -2.8151 -6.7684 -1.1554  0.107
H: -3.2824 -7.4527 0.3926  0.104
H: -2.0396 -9.0322 -1.2973  0.095
H: -1.5279 -9.0525 0.3794  0.097
H: 0.2420 -8.7062 -1.7088  0.099
H: 0.5394 -8.1194 -0.0767  0.104
H: -0.7365 -6.4999 -2.3174  0.097
H: 0.9159 -6.3232 -1.7483  0.108
H: 1.7497 -3.9400 -2.6498  0.099
H: 1.0080 -2.4441 -3.2529  0.102
H: 0.3267 -5.2940 -4.1055  0.094
H: 1.1474 -4.0671 -5.0795  0.102
H: -1.2989 -4.2397 -5.6706  0.099
H: -0.8836 -2.6499 -5.0298  0.110
H: -2.1164 -4.9073 -3.3864  0.100
H: -2.9597 -3.4587 -3.9480  0.082
H: -2.1841 -3.1811 -1.5711  0.085
H: -1.4088 -2.0281 -2.6467  0.056
H: 2.9877 -5.7190 0.3398  0.109
H: 1.3969 -5.7360 1.0951  0.094
H: 3.0624 -4.9951 2.7404  0.103
H: 1.9769 -3.6646 2.3500  0.100
H: 4.8933 -4.0128 1.6004  0.096
H: 4.0515 -2.5784 2.1755  0.098
H: 4.2346 -3.6623 -0.6397  0.105
H: 4.2538 -1.9888 -0.0815  0.107
H: 2.1333 -2.3505 -1.2063  0.087
H: 1.8300 -2.2017 0.5092  0.042

The energy comes out at -10786.15626 Eh. As for the LUMO energy: 3.954 eV. Its HOMO energy is -0.10032 hartree. Its charge is -2.

***

Entry 2:
Molecular formula: C72H120N10O20
Method: DFT, ωB97M-V/def2-TZVPD

Each line ends with the Löwdin charge.
Atoms and positions in Å:
C: -8.8381 -0.4144 16.5156  -0.089
C: -9.8224 -1.2953 15.7353  -0.209
C: -9.4393 -2.7801 15.9457  -0.164
C: -8.6444 -3.1509 17.1989  -0.113
N: -8.6992 -4.6723 17.5596  -0.169
C: -8.0815 -5.4183 16.3631  -0.111
C: -7.4468 -6.6574 16.9842  -0.171
C: -6.8415 -6.1089 18.2419  -0.153
C: -7.7519 -5.0061 18.7226  -0.066
C: -10.1642 -5.1469 17.8289  -0.115
C: -10.9230 -4.3639 18.8464  -0.227
C: -12.3005 -5.0749 19.0528  -0.068
H: -7.8591 -0.5211 16.0328  0.078
H: -8.7739 -0.6927 17.5629  0.078
H: -9.0429 0.6232 16.2563  0.051
H: -9.7654 -0.8665 14.7349  0.094
H: -10.8365 -1.1329 16.1021  0.093
H: -9.0291 -3.1317 14.9956  0.099
H: -10.3574 -3.3445 16.1251  0.096
H: -9.1541 -2.7537 18.0757  0.119
H: -7.6096 -2.8133 17.1947  0.133
H: -8.8368 -5.7673 15.6614  0.127
H: -7.3169 -4.7424 15.9850  0.131
H: -8.1692 -7.4593 17.1441  0.125
H: -6.6796 -7.1049 16.3508  0.126
H: -6.7496 -6.9771 18.8958  0.134
H: -5.8226 -5.8204 17.9840  0.128
H: -8.3145 -5.2108 19.6316  0.137
H: -7.1693 -4.1211 18.9783  0.134
H: -10.1106 -6.1734 18.1926  0.143
H: -10.6663 -5.1114 16.8648  0.125
H: -11.1665 -3.3352 18.5674  0.107
H: -10.4841 -4.2218 19.8358  0.122
H: -12.1401 -6.0638 19.4884  0.081
H: -12.8607 -5.1931 18.1255  0.082
H: -12.9678 -4.6049 19.7732  0.088
C: -18.1134 5.1938 16.5524  -0.086
C: -16.9499 5.1899 17.5386  -0.249
C: -16.2773 3.8247 17.6711  -0.161
C: -14.7773 4.1432 17.9243  -0.099
N: -14.0472 2.8448 18.3008  -0.178
C: -12.5648 3.3335 18.5063  -0.037
C: -11.7082 2.3416 17.6815  -0.127
C: -12.6080 1.2651 17.1382  -0.140
C: -13.9467 1.9029 17.1253  -0.105
C: -14.4413 2.1638 19.6021  -0.103
C: -14.6955 3.1581 20.7418  -0.224
C: -14.8680 2.5373 22.1086  -0.091
H: -18.7738 4.3236 16.5972  0.082
H: -17.7656 4.9993 15.5330  0.041
H: -18.6120 6.1575 16.6314  0.083
H: -17.1857 5.5276 18.5509  0.119
H: -16.2544 5.9704 17.2153  0.109
H: -16.2781 3.3812 16.6723  0.083
H: -16.8076 3.1640 18.3538  0.127
H: -14.6460 4.7930 18.7866  0.129
H: -14.3207 4.5444 17.0217  0.114
H: -12.3622 3.2725 19.5707  0.117
H: -12.5050 4.3412 18.1074  0.120
H: -10.8482 1.9891 18.2463  0.112
H: -11.4333 2.9301 16.8053  0.079
H: -12.6384 0.3409 17.7197  0.122
H: -12.3228 0.9532 16.1330  0.104
H: -14.8123 1.2387 17.1811  0.135
H: -14.1745 2.5411 16.2725  0.097
H: -13.5796 1.5474 19.8632  0.140
H: -15.2761 1.4874 19.4225  0.139
H: -15.6448 3.6431 20.5096  0.109
H: -13.8679 3.8650 20.7955  0.112
H: -15.6383 3.0062 22.7178  0.083
H: -13.9918 2.3847 22.7420  0.082
H: -15.1735 1.4847 22.0674  0.080
C: -7.4303 2.7070 13.9921  -0.036
C: -8.6941 3.5326 14.0017  -0.264
C: -9.8204 2.8951 13.1419  -0.130
O: -10.2702 1.7169 13.8449  -0.216
C: -11.5299 1.2573 13.4034  -0.082
N: -9.2148 3.6149 15.4008  0.231
H: -8.7136 4.2806 16.0164  0.132
H: -10.1094 4.1283 15.4487  0.114
H: -9.3466 2.7106 15.8416  0.113
H: -6.6416 3.0237 14.6765  0.067
H: -6.9518 2.8273 13.0141  0.078
H: -7.5328 1.6246 14.0932  0.079
H: -8.4710 4.5811 13.8088  0.142
H: -9.5195 2.5448 12.1519  0.117
H: -10.6792 3.5630 13.0422  0.120
H: -12.2874 1.9480 13.7838  0.083
H: -11.8123 0.2805 13.8025  0.076
H: -11.5441 1.1945 12.3121  0.063
C: -3.5808 1.8392 16.8347  -0.028
C: -3.0194 2.0157 15.4134  -0.255
C: -3.8175 1.2835 14.3439  -0.210
O: -3.1823 1.4598 13.1007  -0.200
C: -3.8868 1.0079 11.9147  -0.053
N: -2.9538 3.5164 15.0814  0.231
H: -2.7530 4.0057 15.9498  0.160
H: -2.3319 3.7688 14.3148  0.165
H: -3.8023 3.9514 14.6867  0.112
H: -3.0522 2.3523 17.6394  0.095
H: -3.6281 0.8308 17.2530  0.090
H: -4.6316 2.1227 16.9289  0.076
H: -2.0082 1.6413 15.2615  0.153
H: -4.8677 1.5729 14.2213  0.109
H: -3.9148 0.2245 14.6101  0.134
H: -4.1620 -0.0372 12.0626  0.084
H: -3.2160 0.9656 11.0575  0.090
H: -4.6104 1.8010 11.7314  0.085
C: -11.4076 8.4817 12.1368  0.029
N: -12.5385 7.5328 12.3463  -0.062
C: -12.4219 6.2662 11.9555  0.021
C: -13.3836 5.3068 12.2206  0.078
C: -14.5036 5.6737 12.9773  -0.114
C: -14.6041 7.0504 13.3185  0.046
C: -13.6850 8.0013 12.8869  0.007
C: -15.4991 4.6551 13.3244  -0.123
C: -16.8360 4.6980 12.8894  0.054
C: -17.6648 3.6161 13.1319  -0.001
N: -17.1930 2.5278 13.7518  -0.055
C: -15.9277 2.4603 14.2316  0.008
C: -15.0560 3.5046 13.9876  0.033
C: -18.0470 1.3231 13.9128  0.053
H: -11.0351 8.5783 13.1590  0.081
H: -11.7089 9.4737 11.8109  0.107
H: -10.6219 8.0394 11.5282  0.063
H: -11.4836 6.0618 11.4513  0.118
H: -13.1825 4.3009 11.8763  0.128
H: -15.4788 7.3777 13.8639  0.133
H: -13.7998 9.0530 13.0987  0.150
H: -17.1927 5.6530 12.5298  0.134
H: -18.7248 3.6548 12.9291  0.151
H: -15.5436 1.4718 14.4734  0.144
H: -14.0063 3.4561 14.2471  0.099
H: -18.2720 1.1112 14.9550  0.112
H: -17.4599 0.5240 13.4596  0.101
H: -18.9480 1.5126 13.3356  0.103
C: -11.8732 2.0385 9.0694  0.051
N: -11.1103 0.8031 9.4016  -0.058
C: -9.7835 0.6841 9.1697  0.034
C: -9.1810 -0.5290 9.4917  0.034
C: -9.8822 -1.5785 10.1102  -0.127
C: -11.2427 -1.3286 10.4006  0.074
C: -11.8475 -0.1538 9.9959  0.031
C: -9.2554 -2.8862 10.4717  -0.124
C: -8.1611 -2.8534 11.3408  0.047
C: -7.6887 -4.0462 11.7952  0.007
N: -8.2984 -5.2147 11.4283  -0.068
C: -9.3856 -5.2619 10.6517  0.044
C: -9.8067 -4.0846 10.0438  0.073
C: -7.7473 -6.4610 12.0455  0.050
H: -11.8557 2.7237 9.9123  0.097
H: -12.8810 1.7446 8.7833  0.094
H: -11.3818 2.4061 8.1702  0.108
H: -9.4176 1.4910 8.5512  0.150
H: -8.2289 -0.7311 9.0172  0.133
H: -11.7709 -2.0144 11.0507  0.147
H: -12.8930 0.1191 10.0932  0.136
H: -7.6874 -1.9094 11.5670  0.139
H: -6.8995 -4.0283 12.5332  0.150
H: -9.8233 -6.2258 10.4362  0.160
H: -10.6948 -4.0862 9.4277  0.147
H: -7.6199 -6.3218 13.1178  0.089
H: -6.7647 -6.5531 11.5873  0.118
H: -8.3760 -7.3400 11.9354  0.113
C: -7.9903 7.9948 13.2521  0.054
N: -7.1070 8.6588 12.2276  -0.018
C: -6.9465 9.9753 12.3014  0.014
C: -6.0797 10.6251 11.4408  0.047
C: -5.4381 9.9032 10.4339  -0.150
C: -5.6166 8.5346 10.3535  0.061
C: -6.4427 7.9224 11.2950  0.059
C: -4.6215 10.6376 9.4462  -0.131
C: -4.7431 10.4851 8.0683  0.067
C: -3.7182 10.9467 7.2479  0.035
N: -2.7448 11.7244 7.7647  -0.086
C: -2.6128 11.9159 9.1022  0.034
C: -3.5876 11.4263 9.9530  0.051
C: -1.7475 12.3299 6.8563  0.054
H: -7.4402 7.8745 14.1898  0.104
H: -8.1567 6.9531 12.9822  0.084
H: -8.9752 8.4295 13.3939  0.083
H: -7.3990 10.5787 13.0752  0.159
H: -5.9575 11.6920 11.5587  0.138
H: -5.0462 7.9025 9.6888  0.140
H: -6.6014 6.8526 11.2753  0.128
H: -5.4998 9.8065 7.7001  0.141
H: -3.6145 10.6513 6.2144  0.154
H: -1.8267 12.5434 9.4966  0.158
H: -3.3763 11.5593 11.0049  0.143
H: -2.1221 12.1746 5.8488  0.106
H: -0.8308 11.7550 6.9786  0.120
H: -1.6699 13.3746 7.1432  0.118
O: -7.9176 4.9906 10.7758  0.020
C: -9.1821 5.4852 10.4538  -0.805
O: -9.9763 4.6940 9.8901  -0.042
O: -9.4050 6.6852 10.6816  -0.043
H: -8.1216 4.1575 10.3102  0.087
O: -15.2203 1.8608 9.5716  0.021
C: -15.1912 1.4017 10.8948  -0.815
O: -16.1724 0.7436 11.2615  -0.011
O: -14.1324 1.5259 11.5695  -0.069
H: -16.1509 1.5537 9.5218  0.103
O: -9.1029 2.9766 19.9354  0.054
C: -8.6140 3.3361 18.7134  -0.833
O: -9.0742 4.4639 18.2889  -0.087
O: -7.8134 2.6769 18.0316  -0.046
H: -9.6157 3.8286 19.8843  0.104
O: -14.1682 -2.1905 16.8137  0.032
C: -14.4030 -1.5129 15.6433  -0.837
O: -13.4664 -1.5347 14.7942  -0.094
O: -15.4725 -0.8770 15.5241  -0.049
H: -13.3154 -2.5640 16.5411  0.066
O: -12.9642 6.7191 15.7882  0.084
C: -12.0183 5.8924 15.3179  -0.795
O: -12.1897 4.6507 15.4249  -0.050
O: -11.0539 6.3931 14.6733  -0.035
H: -12.6341 7.5832 15.5039  0.109
O: -5.6658 4.4119 16.7353  0.066
C: -5.8659 5.3351 15.8065  -0.847
O: -6.9163 6.0305 15.8431  -0.033
O: -4.9014 5.5897 15.0263  -0.087
H: -6.3321 4.3859 17.4411  0.103

The energy comes out at -4866.61379 Eh. As for the LUMO energy: -9.031 eV. Its HOMO energy is -0.48005 hartree. Its charge is +4.

***

> What is the formula in the first record?

C71H92BCaGe2N8PS6

***

> The highest HOMO energy belongs to which entry?

C71H92BCaGe2N8PS6